Record 1
{
  "formula": "C3H7N3OS",
  "method": "ωB97M-V/def2-TZVPD",
  "spin_multiplicity": 1,
  "e_homo_ev": -9.3,
  "de_lowest_kcal_mol": 46.0,
  "total_charge": 0,
  "orbital_gap_ev": 9.90,
  "energy_ev": -20576.1878,
  "symbols": ["C", "C", "C", "H", "H", "H", "H", "H", "H", "H", "N", "N", "N", "O", "S"],
  "xyz": [[-0.7234, 2.0367, -0.2522], [0.0123, -0.2200, 0.1518], [-2.2806, -0.3906, 0.2881], [-1.4713, 2.3075, 0.4503], [-0.0636, 2.8850, -0.3918], [-1.2058, 1.6497, -1.1557], [1.0908, -1.8803, 0.0722], [3.0911, 0.0713, 1.0334], [-2.2984, 0.2114, 1.1707], [-3.2322, -1.3233, -1.0550], [1.2158, -0.9001, 0.1797], [-1.0546, -0.8918, -0.0504], [-3.4243, -0.7083, -0.2226], [0.1709, 1.1006, 0.3690], [2.7196, -0.2364, -0.2218]],
  "forces_ev_per_angstrom": [[0.62, -0.15, 0.05], [0.51, 0.20, -0.11], [-2.12, -0.76, -0.38], [-0.81, 0.26, 0.57], [-0.26, 0.24, -0.57], [0.41, 0.08, 0.08], [0.04, -0.67, -0.04], [0.13, 0.02, -0.08], [-0.13, 0.65, 0.66], [-0.28, 0.53, 0.90], [-0.37, 0.87, 0.00], [0.63, -0.12, -0.53], [1.78, -0.11, -0.61], [-0.02, -1.06, -0.15], [-0.14, 0.00, 0.21]]
}



Record 2
{
  "formula": "C3H7N3S",
  "method": "ωB97M-V/def2-TZVPD",
  "spin_multiplicity": 1,
  "e_homo_ev": -8.5,
  "de_lowest_kcal_mol": 34.9,
  "total_charge": 0,
  "orbital_gap_ev": 9.26,
  "energy_ev": -18528.9571,
  "symbols": ["C", "C", "C", "H", "H", "H", "H", "H", "H", "H", "N", "N", "N", "S"],
  "xyz": [[-1.7517, 0.9899, 0.0117], [-0.8366, -0.2052, -0.0095], [1.4392, -0.8948, 0.0193], [-1.5379, 1.7147, -0.7705], [-2.8232, 0.7545, 0.0127], [-1.5838, 1.4861, 0.9710], [-2.2686, -1.4253, -0.0679], [2.3177, 1.1681, -0.0215], [0.9283, -1.9166, -0.0611], [3.2014, -1.4815, -0.1540], [-1.2698, -1.3967, 0.0393], [0.4682, 0.1082, -0.0491], [2.6807, -0.6470, 0.0673], [1.0361, 1.7457, 0.0124]],
  "forces_ev_per_angstrom": [[-0.33, 0.40, 0.49], [-3.02, 0.25, -0.20], [-1.43, -1.45, -0.68], [0.02, -0.02, -0.10], [0.42, -0.33, -0.26], [0.07, 0.22, -0.04], [-0.30, 0.09, 0.21], [-0.61, 0.75, 0.03], [0.88, 1.41, 0.11], [0.31, -0.24, 0.46], [0.82, -0.70, -0.19], [2.57, -0.17, 0.61], [-0.42, 0.31, -0.41], [1.02, -0.51, -0.01]]
}



Record 3
{
  "formula": "C3H7N3S",
  "method": "ωB97M-V/def2-TZVPD",
  "spin_multiplicity": 1,
  "e_homo_ev": -8.3,
  "de_lowest_kcal_mol": 80.7,
  "total_charge": 0,
  "orbital_gap_ev": 8.47,
  "energy_ev": -18526.9728,
  "symbols": ["C", "C", "C", "H", "H", "H", "H", "H", "H", "H", "N", "N", "N", "S"],
  "xyz": [[2.3021, -1.4390, 0.3225], [-0.0073, -0.9713, 1.0726], [-1.4684, 0.7745, 0.3289], [2.8941, -1.3291, -0.7514], [2.9278, -0.9553, 1.1479], [1.8608, -2.4864, 0.4432], [0.7216, 1.0565, -0.8889], [2.3586, 0.8896, -0.2222], [0.0097, -1.9082, 1.6366], [-2.0720, 1.4153, 0.9769], [1.1075, -0.5556, 0.3221], [1.2680, 0.8288, -0.0753], [-1.0577, -0.3167, 1.0189], [-1.4302, 0.8399, -1.3466]],
  "forces_ev_per_angstrom": [[0.19, 1.49, -1.36], [2.58, 0.67, -2.33], [-0.25, -1.67, -0.88], [-1.64, -0.45, 2.79], [-0.09, -1.68, -0.96], [1.40, 1.38, 0.15], [-0.09, -0.26, -0.82], [-3.03, 0.27, 0.07], [0.44, 0.13, -0.45], [0.29, 0.42, -0.45], [-0.43, -0.91, 0.16], [3.63, -1.63, 1.80], [-2.51, 1.81, 1.32], [-0.48, 0.42, 0.96]]
}



Record 4
{
  "formula": "C3H7N3S",
  "method": "ωB97M-V/def2-TZVPD",
  "spin_multiplicity": 1,
  "e_homo_ev": -8.6,
  "de_lowest_kcal_mol": 79.5,
  "total_charge": 0,
  "orbital_gap_ev": 9.11,
  "energy_ev": -18527.0216,
  "symbols": ["C", "C", "C", "H", "H", "H", "H", "H", "H", "H", "N", "N", "N", "S"],
  "xyz": [[3.2920, -0.9895, -0.0226], [0.4979, 1.4386, 0.1129], [-1.3759, -0.0403, 0.3615], [3.7800, -0.7371, 0.9808], [4.0925, -0.4775, -0.7350], [3.3876, -2.0898, -0.2401], [1.2199, -1.0581, -0.6778], [0.5080, 2.5269, 0.6288], [-1.0589, 1.3921, -1.3360], [-0.8527, -0.4570, 1.3120], [1.9073, -0.5124, -0.0688], [1.6565, 0.8547, 0.1128], [-0.6877, 0.8882, -0.3558], [-2.8558, -0.6354, -0.0288]],
  "forces_ev_per_angstrom": [[2.52, 1.19, -0.16], [2.97, 1.37, 1.16], [-0.21, -0.64, 0.43], [-1.08, -0.65, -1.05], [-2.03, -0.76, 0.80], [-0.58, 1.17, 0.43], [1.39, 1.13, 1.07], [-0.12, -2.53, -1.68], [0.63, -2.24, 3.71], [-0.52, 1.14, -1.75], [-1.91, 0.47, -1.43], [-0.03, -0.93, 1.07], [-1.51, 1.12, -2.66], [0.47, 0.18, 0.07]]
}